The following is a quantum chemistry calculation of C3H6N2O2 as an isolated structure, from the OMol25 dataset.

The geometry in ORCA input format:
```
! RIJCOSX wB97M-V def2-TZVPD def2/J DEFGRID3
* xyz 0 1
N 1.30825 -0.66464 -1.52791
C 0.44677 -0.17638 -0.61129
O 0.54534 -0.82329 0.56298
C -0.59131 0.77694 -0.93607
O 0.18211 1.51464 -0.05174
C -0.14333 -0.21726 1.61313
N -1.29232 -0.65270 1.86341
H 2.05606 -1.28629 -1.26362
H 1.17926 -0.45706 -2.50227
H -1.62324 0.51060 -0.67269
H -0.52339 1.14172 -1.97208
H 0.45305 0.52930 2.13482
H -1.67197 -0.19239 2.68662
*
```

As for the HOMO-LUMO gap: 9.8 eV. The largest force on an atom comes out at 0.7 eV Å⁻¹. For the energy above the lowest of the compared OMol25 structures with the same formula, charge and spin, the calculation gives 88.34 kcal/mol. As for the HOMO energy: -8.933 eV.